[1]
C20H34BrF4NO14P3S | ωB97M-V/def2-TZVPD

Last column: Löwdin charge in e.
Geometry (Å):
C  -2.22399  1.59396  -1.23063  -0.047
C  -1.24104  0.73108  -1.44937  -0.294
C  -1.08195  -0.60282  -0.74052  -0.368
P  -1.46020  -2.20370  -1.74359  0.172
Br  -3.65963  -1.46718  -2.05259  0.334
C  -1.83389  -3.13288  -0.11181  -0.394
C  -3.30225  -3.41051  0.28980  -0.365
N  -3.27246  -4.37012  1.46760  -0.039
C  0.38806  -2.76965  -1.72411  -0.407
O  0.90022  -2.96130  -0.40878  -0.221
C  2.26777  -3.34532  -0.45443  -0.260
C  3.21011  -2.11830  -0.53930  -0.069
P  -0.96344  -1.21836  -3.75755  0.515
O  -2.07803  -0.51925  -4.47358  -0.578
P  -2.07872  -4.13085  -2.86487  0.194
S  -3.92430  -3.93471  -3.53423  -0.076
H  -3.23421  1.25928  -0.98281  0.042
H  -2.00761  2.65722  -1.31587  0.037
H  -0.48103  1.10018  -2.15206  0.073
H  -0.08898  -0.58704  -0.27165  0.079
H  -1.80268  -0.59047  0.08571  0.060
H  -1.36365  -4.12983  -0.20288  0.056
H  -1.35258  -2.66659  0.75665  0.050
H  -3.82621  -2.53705  0.68986  0.077
H  -3.89056  -3.94305  -0.46553  0.059
H  -2.93258  -5.25074  1.08351  0.041
H  -2.50724  -4.03195  2.05293  0.040
H  0.99022  -1.96769  -2.20296  0.053
H  0.53211  -3.67087  -2.35439  0.069
H  2.46443  -4.01426  -1.30809  0.113
H  2.48924  -3.84708  0.49868  0.108
H  2.90488  -1.38987  -1.30160  0.066
H  3.26045  -1.62675  0.43665  0.056
H  4.20454  -2.49880  -0.81500  0.074
H  0.20926  -0.39631  -3.65108  -0.023
H  -0.55333  -2.29233  -4.62134  -0.028
H  -1.27746  -4.38983  -4.00603  -0.084
H  -2.09220  -5.27047  -2.02170  -0.060
C  4.26845  -2.56285  4.94295  -0.061
C  3.04495  -2.41542  4.07766  -0.307
O  3.58101  -2.45981  2.76900  0.116
C  4.71020  -3.22583  2.84231  -0.538
O  5.26520  -3.69564  1.90845  0.185
O  5.10982  -3.38520  4.13472  0.071
F  2.44889  -1.21181  4.26782  0.076
H  4.76181  -1.60675  5.12782  0.145
H  4.05421  -3.04015  5.89692  0.139
H  2.30640  -3.21052  4.19669  0.180
C  -0.29432  1.68846  3.76627  -0.061
C  -0.49419  1.81597  2.27953  -0.296
O  -0.24124  0.50974  1.81094  0.110
C  -0.58470  -0.33259  2.83246  -0.528
O  -0.75878  -1.49719  2.71839  0.186
O  -0.70996  0.34765  4.00792  0.071
F  0.42154  2.66250  1.73046  0.052
H  0.75311  1.80361  4.05423  0.143
H  -0.89663  2.39428  4.33483  0.139
H  -1.49836  2.12172  1.98021  0.177
C  2.55908  4.29872  0.45313  -0.054
C  2.96622  5.73979  0.59878  -0.317
O  4.03804  5.66952  1.52110  0.129
C  4.61550  4.44165  1.34646  -0.547
O  5.68703  4.14281  1.75615  0.176
O  3.80458  3.61655  0.63828  0.081
F  1.97086  6.48574  1.13982  0.074
H  1.85948  3.98709  1.22063  0.114
H  2.13245  4.07870  -0.52317  0.147
H  3.31008  6.20963  -0.32513  0.172
C  -3.37864  4.19584  -3.50994  -0.051
C  -3.86173  5.52372  -4.02813  -0.321
O  -4.58308  6.04634  -2.92730  0.129
C  -4.00566  5.51878  -1.80550  -0.545
O  -4.17559  5.93401  -0.70746  0.173
O  -3.20859  4.46648  -2.11469  0.042
F  -4.70912  5.37251  -5.07566  0.074
H  -4.11606  3.40224  -3.63913  0.155
H  -2.44273  3.88033  -3.96497  0.145
H  -3.06532  6.21857  -4.30384  0.171

Results
Total charge: -1
Energy: -6286.30338 hartree
Frontier orbital gap: 5.248 eV


[2]
C4H2O2 | ωB97M-V/def2-TZVPD

Last column: Löwdin charge in e.
Geometry (Å):
O  -2.49703  0.36072  0.93701  0.077
C  -1.99169  -0.28271  0.04898  -0.265
C  -0.54591  -0.44136  -0.01940  0.065
C  0.65103  -0.27910  -0.06513  0.066
C  1.99126  0.28993  -0.05056  -0.270
O  3.02979  -0.31092  -0.15187  0.075
H  -2.57905  -0.72453  -0.77200  0.121
H  1.94159  1.38797  0.07296  0.130

Results
Total charge: 0
Energy: -303.99293 hartree
ΔE to the lowest compared entry with this formula, charge and spin: 0.4594 eV
SMILES: O=CC#CC=O
Frontier orbital gap: 10.004 eV


[3]
C6H9FS | ωB97M-V/def2-TZVPD

Last column: Löwdin charge in e.
Geometry (Å):
C  -0.54600  -0.73598  -0.31874  -0.525
C  0.86589  -1.13783  -0.73418  -0.130
C  1.69196  -0.45162  0.25844  -0.245
C  0.74287  0.41048  1.11406  -0.555
C  -0.46266  -0.54439  1.19588  -0.130
C  -0.93188  0.65291  -0.87554  -0.343
H  1.01991  -0.88803  -1.78360  0.125
H  1.05033  -2.22086  -0.63707  0.134
H  2.21851  -1.12819  0.92941  0.115
H  2.48439  0.22377  -0.11101  0.115
H  1.20742  0.66348  2.07185  0.115
H  -1.34870  0.00283  1.57711  0.126
H  -0.44284  -1.54998  1.63730  0.137
H  -0.69708  0.78528  -1.93694  0.081
H  -1.98978  0.88064  -0.74659  0.084
F  -1.57460  -1.61401  -0.71001  -0.002
S  0.15676  1.78724  0.09688  0.896

Results
Total charge: 0
Energy: -732.06678 hartree
ΔE to the lowest compared entry with this formula, charge and spin: 0.0000 eV
SMILES: F[C@]12CC[C@H](C1)SC2
Frontier orbital gap: 9.559 eV


[4]
C25H23CoN2O3S | ωB97M-V/def2-TZVPD

Last column: Löwdin charge in e.
Geometry (Å):
Co  -0.44503  0.26867  0.12761  0.744
C  1.91296  1.54565  -1.82165  -0.023
O  0.55342  1.19550  -1.54558  -0.162
C  -0.44242  1.67132  -2.37559  -0.210
C  -0.23296  2.63760  -3.33806  -0.007
C  -1.31879  3.10857  -4.07014  -0.060
C  -2.59575  2.63871  -3.82355  -0.067
C  -2.79446  1.67315  -2.84493  -0.012
C  -1.72351  1.16729  -2.13649  -0.195
N  -1.99874  0.18342  -1.11705  0.045
N  -1.16083  -0.85616  -1.17516  -0.029
C  -1.44994  -2.05348  -0.58887  -0.111
C  -0.52281  -2.37967  0.46026  -0.296
O  0.24739  -1.44131  0.87852  -0.056
C  -0.56727  -3.68497  1.03987  0.014
C  -1.55187  -4.53073  0.66803  0.012
C  -2.56592  -4.17869  -0.30007  -0.153
C  -3.61157  -5.05740  -0.60393  -0.016
C  -4.57729  -4.70773  -1.52225  -0.051
C  -4.51426  -3.47160  -2.17756  -0.053
C  -3.49281  -2.59288  -1.90464  -0.001
C  -2.51672  -2.92750  -0.94999  -0.098
H  2.11003  2.57606  -1.52656  0.103
H  2.12842  1.40661  -2.87844  0.104
H  2.52322  0.86701  -1.23339  0.100
H  0.75339  3.03931  -3.51970  0.112
H  -1.15399  3.86413  -4.82638  0.114
H  -3.43777  3.02542  -4.38073  0.111
H  -3.78311  1.29251  -2.61998  0.120
H  0.16520  -3.94678  1.79160  0.124
H  -1.60945  -5.51422  1.12048  0.125
H  -3.65203  -6.01985  -0.10736  0.120
H  -5.38592  -5.39270  -1.74246  0.113
H  -5.27196  -3.20976  -2.90438  0.112
H  -3.43177  -1.64257  -2.41777  0.106
C  6.00650  1.67178  1.89112  -0.035
C  4.54489  1.48487  2.19716  -0.250
C  3.60113  2.44663  1.82624  -0.026
C  2.25581  2.27257  2.10658  -0.072
C  1.85424  1.12214  2.77636  -0.416
C  2.76627  0.14415  3.14080  -0.064
C  4.10741  0.33629  2.85322  -0.021
S  0.14160  0.83825  3.10475  1.020
C  -0.22484  2.20394  4.17240  -0.214
O  -0.60488  1.23601  1.81855  -0.552
H  6.19669  2.63896  1.42979  0.079
H  6.36093  0.89419  1.21226  0.090
H  6.60468  1.60398  2.80048  0.091
H  3.92884  3.34915  1.32300  0.119
H  1.52736  3.01637  1.80134  0.118
H  2.43419  -0.75780  3.64114  0.118
H  4.82758  -0.42138  3.13963  0.126
H  0.12348  3.12518  3.70813  0.065
H  0.26917  2.02973  5.12734  0.075
H  -1.30618  2.21209  4.29598  0.068

Results
Total charge: +1
Energy: -3082.36873 hartree
ΔE to the lowest compared entry with this formula, charge and spin: 0.5102 eV
Expectation value of S²: 4.042
Multiplicity: 4
Frontier orbital gap (alpha / beta): 7.476 / 6.750 eV


> Look up the total charge of the first one.

-1